1.
Formula: C5H9N
Source: the Open Molecules 2025 dataset
Level of theory: ωB97M-V/def2-TZVPD

Geometry as XYZ:
```
15
Properties=species:S:1:pos:R:3:forces:R:3:lowdin_charge:R:1
C 2.1677 0.1144 -0.9328 -3.36 -0.89 2.73 0.043
C 1.1546 -0.1913 1.0804 0.47 1.96 -2.70 -0.164
C 0.0583 -0.0982 -0.0860 3.56 -0.38 0.98 -0.357
C -0.5233 1.2396 -0.2233 -2.10 1.92 0.93 -0.123
C -0.8122 -1.2498 -0.2364 -0.33 -2.37 -0.35 -0.105
N 2.4005 0.0956 0.2931 0.16 -0.17 1.28 -0.052
H 2.9001 0.0874 -1.6833 0.85 0.32 -1.36 0.032
H 0.9771 0.5292 1.8842 0.12 0.19 -0.13 0.102
H 1.2596 -1.1366 1.5444 -0.02 -1.19 0.16 0.086
H -0.8505 1.6842 -1.1958 -0.15 -1.35 0.39 0.092
H 0.1826 2.0098 0.0503 0.42 0.06 0.58 0.063
H -1.4327 1.3398 0.5373 1.52 -0.12 -1.44 0.131
H -0.4414 -2.2307 -0.6179 0.88 0.76 0.61 0.097
H -1.3493 -0.9623 -1.0760 -2.27 0.28 -1.35 0.049
H -1.4487 -1.5909 0.6170 0.24 0.97 -0.34 0.107
```
Forces are in eV/Å.

E_HOMO (alpha / beta) (eV): -7.52 / -7.67
Charge: 0
Calculated total energy (Eh): -250.49025
Energy above the lowest of the compared OMol25 structures with the same formula, charge and spin (kcal/mol): 110.9

=====

2.
Formula: C2H6O2
Source: the Open Molecules 2025 dataset
Level of theory: ωB97M-V/def2-TZVPD

Geometry as XYZ:
```
10
Properties=species:S:1:pos:R:3:forces:R:3:lowdin_charge:R:1
C 0.2643 -1.0005 -0.5676 1.14 0.01 -0.70 -0.133
C -0.7083 0.0264 -0.1637 -2.64 2.28 -2.37 -0.317
O 0.7685 1.4678 1.0573 1.42 0.76 0.75 -0.080
O -0.4571 0.7081 1.0446 -0.55 0.13 0.81 -0.182
H 1.1405 -0.4423 -0.2872 1.24 -0.27 -0.48 0.058
H 0.3459 -1.9657 -0.0516 -0.67 0.30 0.05 0.084
H 0.2238 -1.1153 -1.6681 0.21 -0.22 0.74 0.082
H -1.7699 -0.3231 0.0195 1.18 0.51 -0.24 0.121
H -0.8419 0.8956 -1.4094 0.39 -2.03 3.86 0.208
H 1.0341 1.7491 2.0262 -1.73 -1.46 -2.41 0.159
```
Forces are in eV/Å.

E_HOMO (eV): -9.55
Charge: 0
Calculated total energy (Eh): -230.09366
Energy above the lowest of the compared OMol25 structures with the same formula, charge and spin (kcal/mol): 117.3